Here is a molecular structure, C46H59AsNO2P4S2SiV at a distorted geometry from the Open Molecules 2025 dataset. Energies are from the ωB97M-V functional and the def2-TZVPD basis.

Multiplicity: 4
Largest force on an atom: 0.030 Eh/bohr
Energy relative to the best compared isomer or geometry (same formula, charge and spin): 3.1 kcal per mole
LUMO energy (spin up / spin down): -1.595 / -1.602 eV
⟨S²⟩: 3.762
Frontier orbital gap (spin up / spin down): 7.3 / 7.8 eV
Charge: +1
DFT total energy: -7624.65066 Ha
HOMO energy (spin up / spin down): -8.90 / -9.39 eV

Each line ends with the Löwdin spin population.
Cartesian coordinates (Å):
V1 0.0625 1.0501 0.4555  2.743
C1 -4.9854 2.0066 2.8298  -0.001
Si1 -5.4615 1.5384 1.0985  -0.001
C2 -6.4922 2.9105 0.3627  0.000
C3 -6.4418 -0.0475 1.1087  0.000
C4 -3.9944 1.2719 -0.0672  0.001
C5 -4.3210 1.1387 -1.4088  0.013
C6 -3.3530 0.9766 -2.4001  0.000
C7 -2.0385 0.9519 -1.9971  0.012
N1 -1.6869 1.0478 -0.7138  0.010
C8 -2.6247 1.2034 0.2514  0.025
S1 -1.9256 1.3358 1.8518  0.006
H1 -5.9124 2.2357 3.3608  0.000
H2 -4.3429 2.8850 2.8576  0.000
H3 -4.4698 1.2079 3.3580  -0.001
H4 -7.3840 3.0854 0.9650  0.000
H5 -6.8235 2.6970 -0.6526  0.000
H6 -5.9224 3.8407 0.3369  0.000
H7 -7.3206 0.0439 1.7478  0.000
H8 -5.8389 -0.8746 1.4852  0.000
H9 -6.7863 -0.3149 0.1093  0.000
H10 -5.3619 1.1752 -1.7098  0.001
H11 -3.6154 0.8899 -3.4444  0.000
H12 -1.2158 0.8728 -2.6991  0.001
C9 1.6043 4.5108 -0.0340  0.005
P1 0.1767 3.4938 0.5141  0.040
C10 -1.2233 4.4212 -0.1788  0.004
C11 0.1909 3.9081 2.3045  0.004
C12 -0.4005 5.0533 2.8213  0.000
C13 -0.3451 5.3238 4.1800  0.001
C14 0.3166 4.4567 5.0358  0.000
C15 0.9149 3.3134 4.5274  0.000
C16 0.8511 3.0251 3.1691  0.001
P2 1.5513 1.5000 2.4399  0.037
C17 3.3465 1.8271 2.4697  0.004
C18 1.3886 0.2700 3.7786  0.008
H13 1.5494 5.5029 0.4192  0.000
H14 1.6030 4.5983 -1.1198  0.000
H15 2.5429 4.0405 0.2547  0.000
H16 -1.0981 5.5003 -0.0819  0.000
H17 -2.1462 4.1133 0.3143  0.000
H18 -1.2961 4.1708 -1.2389  0.000
H19 -0.9199 5.7412 2.1665  0.000
H20 -0.8205 6.2121 4.5725  0.000
H21 0.3632 4.6651 6.0951  0.000
H22 1.4229 2.6389 5.2041  0.000
H23 3.6627 2.0890 3.4813  0.000
H24 3.5995 2.6470 1.7998  0.000
H25 3.8927 0.9439 2.1363  0.000
H26 1.9288 0.5527 4.6835  0.001
H27 1.7860 -0.6869 3.4338  0.000
H28 0.3348 0.1251 4.0137  0.000
O1 -0.3890 -1.0970 0.6598  0.022
P3 0.0183 -2.4748 1.0794  0.004
C19 1.7938 -2.6911 0.7956  0.001
P4 2.3396 -1.6107 -0.5646  0.004
O2 2.0596 -0.1794 -0.2382  0.026
C20 1.4726 -2.2082 -2.0147  0.001
C21 1.4882 -3.5533 -2.3881  0.000
C22 0.7120 -3.9888 -3.4476  0.000
C23 -0.0837 -3.0823 -4.1399  0.000
C24 -0.1011 -1.7462 -3.7725  0.000
C25 0.6733 -1.3061 -2.7076  0.001
C26 4.0873 -1.9518 -0.7565  0.000
C27 4.9317 -1.6873 0.3239  0.000
C28 6.2950 -1.8876 0.2102  0.000
C29 6.8304 -2.3478 -0.9865  0.000
C30 6.0027 -2.6015 -2.0673  0.000
C31 4.6331 -2.4022 -1.9543  0.000
C32 -0.8292 -3.7032 0.0919  0.000
C33 -1.7640 -3.2773 -0.8436  0.000
C34 -2.4445 -4.2154 -1.6089  0.000
C35 -2.1914 -5.5663 -1.4408  0.000
C36 -1.2570 -5.9952 -0.5043  0.000
C37 -0.5796 -5.0646 0.2626  0.000
C38 -0.3163 -2.8239 2.7968  0.001
C39 -1.3912 -2.1611 3.3853  0.001
C40 -1.7135 -2.4184 4.7091  0.000
C41 -0.9688 -3.3293 5.4433  0.000
C42 0.1062 -3.9880 4.8603  0.000
C43 0.4333 -3.7355 3.5380  0.000
H29 2.0373 -3.7322 0.5741  0.000
H30 2.3445 -2.3885 1.6914  0.000
H31 2.0960 -4.2687 -1.8465  0.000
H32 0.7197 -5.0331 -3.7268  0.000
H33 -0.6960 -3.4271 -4.9617  0.000
H34 -0.7362 -1.0469 -4.3032  0.000
H35 0.6684 -0.2614 -2.4134  0.001
H36 4.5281 -1.3099 1.2559  0.000
H37 6.9432 -1.6821 1.0501  0.000
H38 7.8964 -2.5042 -1.0759  0.000
H39 6.4189 -2.9532 -3.0010  0.000
H40 3.9959 -2.5938 -2.8070  0.000
H41 -1.9457 -2.2170 -0.9708  0.000
H42 -3.1734 -3.8873 -2.3367  0.000
H43 -2.7243 -6.2949 -2.0363  0.000
H44 -1.0634 -7.0496 -0.3682  0.000
H45 0.1353 -5.4101 1.0000  0.000
H46 -1.9497 -1.4252 2.8162  0.001
H47 -2.5434 -1.8997 5.1683  0.000
H48 -1.2212 -3.5257 6.4761  0.000
H49 0.6888 -4.6932 5.4359  0.000
H50 1.2801 -4.2509 3.1012  0.000
C44 3.1344 0.5376 -4.9475  0.001
As1 1.9783 2.0182 -4.5577  0.005
C45 2.9228 3.5763 -5.1556  0.002
C46 0.4979 1.8335 -5.7628  0.000
S2 1.4286 2.1170 -2.5449  0.016
H51 3.5195 0.6195 -5.9625  0.000
H52 2.5644 -0.3863 -4.8349  0.000
H53 3.9519 0.5516 -4.2285  0.000
H54 3.1859 3.4760 -6.2073  0.000
H55 3.8203 3.6857 -4.5488  0.000
H56 2.2787 4.4417 -5.0064  0.000
H57 0.8412 1.8610 -6.7955  0.000
H58 -0.1973 2.6503 -5.5751  0.000
H59 0.0057 0.8809 -5.5631  0.000